Entry 1:
A 2-piece molecular cluster, C3H11N2 overall at a distorted geometry. Source: OMol25; level of theory: wB97M-V/def2-TZVPD.

Structure (XYZ):
```
16
C3H11N2, DFT wB97M-V/def2-TZVPD
H 1.43 0.85 0.63
H -2.15 1.36 0.60
N 1.43 0.19 -0.14
H -1.00 1.91 -1.60
H 1.25 -0.69 2.46
H 1.03 -1.83 -0.43
H 2.27 0.27 -0.70
H -2.62 -0.11 -0.23
C 1.23 -1.43 1.67
H -1.14 0.29 -1.95
C -2.34 0.93 -0.38
H 1.16 -2.46 1.97
H -3.11 1.48 -0.89
N -1.07 0.98 -1.20
H -0.22 0.78 -0.60
C 1.21 -1.14 0.39
```

Values from the calculation:
Relative energy (zero: lowest compared OMol25 entry of this formula, charge and spin)   25.1 kcal per mole
Total charge   +1
LUMO   -3.4 eV
Orbital gap   9.663 eV
E   -230.142318 Eh

***

Entry 2:
C36H80F2N5Na2O4S2 as an isolated structure at a distorted geometry. Source: OMol25; level of theory: wB97M-V/def2-TZVPD.

Structure (XYZ):
```
131
C36H80F2N5Na2O4S2, DFT wB97M-V/def2-TZVPD
C 0.06 -5.43 0.55
H -0.38 -7.91 0.47
H 3.12 2.75 -0.63
H -0.54 5.17 -3.18
N 1.29 -7.91 1.67
C -4.17 -0.90 2.44
N 1.82 1.97 1.02
C -3.42 2.10 2.38
H 3.95 2.46 2.63
H 1.02 -8.62 -0.41
H -5.10 -3.97 1.09
C 1.49 -11.77 2.67
H -1.60 10.01 -3.44
H 0.76 3.01 -0.50
H 2.62 5.40 -3.64
H 2.60 0.36 -1.71
H 2.31 7.39 -2.27
H -0.13 -9.52 2.50
H 0.42 -11.91 2.85
H 0.26 11.11 -2.68
H 1.35 -10.72 0.75
C 0.58 -6.87 2.57
O -0.82 -3.74 -2.16
H -4.53 3.77 1.58
H -4.16 -0.09 -1.09
Na -1.55 -2.34 -6.12
C 2.99 -0.68 0.17
H -0.99 6.36 -1.11
H 0.50 1.29 -0.50
H 4.04 0.47 -1.47
H 1.99 -11.78 3.64
H -2.43 2.46 2.09
O 1.10 -2.14 -1.86
C 0.47 10.08 -2.95
C -4.46 -2.28 -0.26
H 0.26 -4.45 0.12
H -3.86 1.82 0.30
H 0.79 3.04 -3.29
C 1.61 0.64 1.83
H -3.50 -2.62 -0.65
H -0.21 -4.80 2.55
H 3.29 -7.86 2.68
C 2.78 -7.70 1.74
C 2.02 3.25 1.80
H -3.39 -0.60 3.14
H -4.47 -2.91 3.27
O -2.19 -1.13 -2.28
N 0.30 7.08 -2.66
H -3.73 4.02 3.27
H 0.80 6.29 -0.80
H 1.05 3.42 2.27
H 1.97 7.89 -3.81
C -4.18 -2.44 2.32
N -0.29 -2.11 -4.06
C -0.89 9.41 -2.87
N -3.80 -0.21 1.10
S -1.07 -0.81 -3.23
H -0.20 7.78 -0.56
H -3.18 -2.82 2.10
H 0.38 6.03 -4.49
O -0.35 0.45 -3.01
C 1.65 -0.64 0.95
C 0.60 2.16 0.15
H 0.60 -6.46 -1.41
H -1.88 -1.29 0.83
C 1.56 7.96 -2.81
C 0.69 -7.83 0.26
Na 1.51 -1.79 -5.82
H 1.77 -12.66 2.12
H -5.52 -0.34 -0.07
C 3.64 4.42 3.35
F -1.83 -0.53 -4.59
H -0.45 -7.17 2.77
C -0.04 6.89 -1.16
C -4.13 1.34 1.24
H 4.21 4.83 2.52
H 2.92 -6.66 1.44
H 2.96 -1.48 -0.56
H 1.83 3.19 -4.70
H -5.21 1.45 1.31
C 1.69 4.95 -3.29
C 0.37 5.70 -3.45
C -4.51 -0.71 -0.26
H -1.86 0.32 1.61
H 1.90 5.03 -2.23
C 0.94 -9.34 2.37
C 1.74 3.43 -3.64
H -2.15 0.19 -0.19
H -3.35 1.60 3.34
H 1.28 9.32 -1.14
C 3.18 0.53 -0.80
C 3.07 1.89 0.03
H 2.44 0.54 2.53
C -4.28 3.39 2.57
H -5.20 3.07 3.07
H 2.64 2.56 3.78
H 0.66 10.16 -4.02
H 1.54 -4.90 2.16
H 2.46 9.73 -2.35
H 2.32 2.85 -2.92
H 1.88 -6.07 -0.40
H -0.24 2.27 0.84
H 2.83 -10.39 1.79
H -0.81 7.85 -4.32
H 3.88 -0.92 0.74
C 0.57 -5.39 2.06
H 3.32 -8.40 1.11
H 4.11 4.35 4.33
F 1.03 -3.78 -3.51
H -5.13 -0.48 2.71
C 1.75 -10.54 1.75
H -6.00 -2.45 1.06
H 0.89 -0.75 0.17
C -0.87 7.92 -3.24
H 1.45 -1.54 1.54
H 1.37 -9.28 3.37
H 3.95 1.79 0.67
C 3.07 3.04 2.90
H -5.17 -2.55 -1.03
H -1.01 -5.50 0.36
H 2.83 5.14 3.50
H 1.08 -6.83 3.54
C 0.86 -6.45 -0.35
H 2.22 4.10 1.15
C -5.00 -2.89 1.09
H 0.66 0.91 2.28
C -2.27 -0.27 0.79
H -1.73 7.30 -2.98
H -1.20 9.35 -1.83
S 0.12 -2.79 -2.72
C 1.46 9.31 -2.21
```

Values from the calculation:
Total charge   +5
LUMO   -12.8 eV
Orbital gap   7.051 eV
E   -3313.249836 Eh

***

Entry 3:
An isolated ion of composition C7H12N3 and charge +1 at a distorted geometry. Source: OMol25; level of theory: wB97M-V/def2-TZVPD.

Structure (XYZ):
```
22
C7H12N3, DFT wB97M-V/def2-TZVPD
N -1.17 -0.64 -2.47
H 2.42 1.17 3.25
N 0.36 -0.18 1.49
C 0.42 -1.32 -0.70
N -0.25 1.00 -1.46
H 0.17 1.59 -0.71
C 1.41 1.19 3.07
H 1.45 -1.07 -0.76
H 1.01 -0.93 3.43
C -0.11 -1.36 0.84
C -1.08 1.56 -2.39
H -1.23 2.59 -2.41
C 0.90 -0.14 2.63
C -0.33 -0.31 -1.47
H -2.32 0.55 -3.88
H 1.00 1.96 2.43
C -1.67 0.54 -3.06
H -1.25 -1.28 0.90
H -1.32 -1.60 -2.67
H 0.25 -2.27 1.14
H 1.04 1.30 4.02
H 0.31 -2.35 -1.21
```

Values from the calculation:
Structure (SMILES)   C/C=N/CCc1[nH]cc[nH+]1
Relative energy (zero: lowest compared OMol25 entry of this formula, charge and spin)   36.3 kcal per mole
Total charge   +1
LUMO   -2.7 eV
Orbital gap   10.452 eV
E   -437.940466 Eh

***

Entry 4:
CH5FN4 as an isolated structure at a distorted geometry. Source: OMol25; level of theory: wB97M-V/def2-TZVPD.

Structure (XYZ):
```
11
CH5FN4, DFT wB97M-V/def2-TZVPD
H -1.38 -1.80 1.24
F -1.56 0.86 -0.71
H 0.52 2.41 -0.67
N 1.29 -1.03 0.73
C 0.17 -0.61 0.36
H 2.13 -0.47 0.87
H -1.78 -0.80 0.15
N -0.06 0.75 0.05
N 0.76 1.35 -0.70
N -1.08 -1.52 0.32
H 0.99 0.87 -1.65
```

Values from the calculation:
Relative energy (zero: lowest compared OMol25 entry of this formula, charge and spin)   18.9 kcal per mole
Total charge   0
LUMO   0.4 eV
Orbital gap   10.233 eV
E   -359.863685 Eh

***

Entry 5:
H4N4O in the gas phase at a distorted geometry. Source: OMol25; level of theory: wB97M-V/def2-TZVPD.

Structure (XYZ):
```
9
H4N4O, DFT wB97M-V/def2-TZVPD
O -0.62 1.62 0.16
H 2.60 -0.31 -0.15
N -1.59 -0.47 0.12
N 1.74 0.24 0.18
N 0.57 -0.43 0.28
H 1.62 1.29 0.09
H -2.51 -0.28 0.61
H -1.17 -1.33 0.40
N -0.53 0.41 0.21
```

Values from the calculation:
Structure (SMILES)   N/N=[N+](/N)[O-]
Relative energy (zero: lowest compared OMol25 entry of this formula, charge and spin)   17.0 kcal per mole
Total charge   0
LUMO (spin up / spin down)   1.1 / 1.1 eV
Orbital gap (spin up / spin down)   8.868 / 8.869 eV
E   -296.498868 Eh

***

Entry 6:
An isolated ion of composition C5H15N2 and charge +1 at a distorted geometry. Source: OMol25; level of theory: wB97M-V/def2-TZVPD.

Structure (XYZ):
```
22
C5H15N2, DFT wB97M-V/def2-TZVPD
C -0.53 0.87 1.16
N -0.75 -0.99 -0.53
H -1.55 -0.99 1.45
C -1.68 -1.27 -1.66
H -0.93 1.21 2.12
H 2.20 -0.61 -0.75
H 0.06 -0.42 -0.88
H -2.40 0.02 0.27
H -1.16 -1.96 -2.31
N 1.81 0.31 -0.93
H -2.57 -1.79 -1.33
C 0.95 0.52 1.37
H -1.85 -0.35 -2.21
H 1.21 -0.53 1.45
H 2.38 0.83 -1.60
H -0.46 -1.88 -0.14
C -1.42 -0.26 0.66
H 2.84 1.31 0.67
H 1.23 0.95 2.34
H 1.49 2.16 0.08
C 1.82 1.14 0.28
H -0.69 1.74 0.51
```

Values from the calculation:
Structure (SMILES)   C[NH2+]CCCCN
Relative energy (zero: lowest compared OMol25 entry of this formula, charge and spin)   10.3 kcal per mole
Total charge   +1
LUMO   -2.9 eV
Orbital gap   10.966 eV
E   -308.776237 Eh